# 1
{
  "formula": "C36H24BrFeN4O4S",
  "method": "ωB97M-V with the def2-TZVPD basis set",
  "elements": ["Fe", "S", "C", "C", "C", "C", "C", "C", "N", "C", "C", "C", "C", "C", "C", "C", "H", "H", "H", "H", "H", "H", "H", "H", "C", "O", "C", "C", "C", "C", "C", "C", "N", "N", "C", "C", "C", "C", "O", "C", "N", "C", "C", "C", "C", "H", "H", "H", "H", "H", "H", "H", "H", "H", "H", "H", "H", "Br", "C", "C", "C", "C", "C", "C", "C", "O", "O", "H", "H", "H", "H"],
  "coordinates": [[0.0546, -2.2977, -1.0084], [-1.5300, -6.5642, -0.7827], [-1.4262, -6.0795, 0.8774], [-1.8021, -6.7726, 2.0253], [-1.6367, -6.1481, 3.2466], [-1.0985, -4.8570, 3.3239], [-0.7228, -4.1759, 2.1839], [-0.8957, -4.7922, 0.9518], [-0.5803, -4.2172, -0.2791], [-0.8751, -5.0259, -1.2565], [-0.7055, -4.6068, -2.6387], [-0.9617, -5.4536, -3.7191], [-0.8024, -4.9614, -4.9970], [-0.4055, -3.6297, -5.1546], [-0.1667, -2.8143, -4.0615], [-0.2942, -3.2764, -2.7370], [-2.2148, -7.7707, 1.9617], [-1.9301, -6.6631, 4.1521], [-0.9771, -4.3853, 4.2907], [-0.3077, -3.1821, 2.1971], [-1.2813, -6.4790, -3.5643], [-0.9864, -5.5913, -5.8575], [-0.2844, -3.2262, -6.1540], [0.1116, -1.7847, -4.2457], [-3.9187, 6.7321, 1.2372], [-3.9916, 5.7029, 2.2034], [-2.8010, 5.2703, 2.7344], [-1.6484, 6.0497, 2.7684], [-0.4925, 5.5387, 3.3384], [-0.4506, 4.2410, 3.8494], [-1.6289, 3.4786, 3.8313], [-2.7882, 3.9923, 3.2848], [0.7782, 3.7980, 4.3471], [0.8620, 2.4942, 4.5196], [0.8841, 1.5524, 3.5807], [0.5709, 0.2314, 3.9557], [0.4332, -0.7809, 3.0339], [0.5917, -0.5920, 1.6394], [0.3149, -1.5253, 0.8111], [1.1056, 0.7328, 1.2432], [1.4463, 0.8948, -0.0484], [1.9548, 2.0401, -0.4329], [2.2015, 3.1075, 0.4416], [1.8626, 2.9613, 1.7593], [1.2707, 1.7629, 2.1946], [-4.8758, 6.7413, 0.7205], [-3.1190, 6.5393, 0.5182], [-3.7566, 7.7096, 1.7010], [-1.6412, 7.0467, 2.3520], [0.4145, 6.1293, 3.3641], [-1.6201, 2.4808, 4.2456], [-3.6998, 3.4099, 3.2631], [0.3762, 0.0469, 5.0051], [0.1468, -1.7606, 3.3871], [2.2014, 2.1279, -1.4870], [2.6625, 4.0166, 0.0779], [2.0589, 3.7453, 2.4771], [-0.2300, 1.8248, -3.8548], [1.5699, 1.2450, -4.0371], [2.3339, 1.9823, -4.9364], [3.6644, 1.6660, -5.1490], [4.2366, 0.6097, -4.4531], [3.4656, -0.1129, -3.5618], [2.1204, 0.1812, -3.3314], [1.3884, -0.7438, -2.3784], [2.0350, -1.6793, -1.8630], [0.1620, -0.5821, -2.1667], [1.8720, 2.8022, -5.4682], [4.2464, 2.2435, -5.8560], [5.2749, 0.3474, -4.6092], [3.8750, -0.9454, -3.0065]],
  "forces_ev_per_angstrom": [[-0.1, -0.4, -0.7], [0.0, -0.1, 0.0], [-0.1, -0.1, 0.1], [0.0, 0.0, -0.1], [0.0, 0.1, 0.0], [0.0, -0.1, 0.0], [0.0, 0.0, 0.2], [0.2, 0.3, -0.2], [-0.1, 0.2, 0.2], [0.0, -0.1, -0.3], [-0.1, -0.2, 0.5], [0.0, 0.0, -0.1], [0.0, 0.1, 0.1], [0.0, -0.1, 0.0], [0.0, -0.1, 0.1], [0.1, 0.4, -0.2], [0.0, 0.0, 0.0], [0.0, 0.0, 0.0], [0.0, 0.0, 0.0], [0.0, 0.0, 0.0], [0.0, 0.0, 0.0], [0.0, 0.0, 0.0], [0.0, 0.0, 0.0], [0.0, 0.0, 0.0], [0.0, 0.0, 0.1], [0.1, -0.1, -0.1], [0.0, 0.1, 0.0], [0.1, -0.1, 0.0], [-0.1, 0.1, -0.1], [0.2, 0.0, 0.3], [0.0, -0.1, -0.1], [0.0, 0.0, 0.0], [0.1, -0.2, -0.5], [-0.5, 0.2, 0.4], [0.4, 0.0, -0.1], [0.0, -0.1, 0.0], [0.0, 0.0, 0.0], [0.1, 0.3, -0.1], [0.0, 0.0, 0.3], [-0.1, -0.3, 0.0], [0.0, 0.0, 0.0], [0.0, 0.0, 0.1], [0.0, 0.0, -0.1], [-0.1, 0.0, 0.0], [-0.1, 0.1, 0.1], [0.0, 0.0, 0.0], [0.0, 0.0, 0.0], [0.0, 0.0, 0.0], [0.0, 0.0, 0.0], [0.0, 0.0, 0.0], [0.0, 0.0, 0.0], [0.0, 0.0, 0.0], [0.0, 0.0, 0.0], [0.0, 0.0, 0.0], [0.0, 0.0, 0.0], [0.0, 0.0, 0.0], [0.0, 0.0, 0.0], [0.0, 0.0, 0.0], [-0.1, 0.1, -0.1], [0.1, 0.0, 0.0], [0.0, 0.0, 0.0], [0.0, 0.0, 0.0], [0.1, 0.0, 0.0], [0.0, -0.2, 0.0], [0.2, 0.1, 0.1], [0.1, -0.1, -0.1], [-0.2, 0.0, 0.2], [0.0, 0.0, 0.0], [0.0, 0.0, 0.0], [0.0, 0.0, 0.0], [0.0, 0.0, 0.0]],
  "lowdin_spin": [2.012, 0.000, 0.000, 0.000, 0.000, 0.000, 0.000, 0.001, -0.001, 0.000, -0.005, -0.002, 0.003, -0.002, -0.003, -0.045, 0.000, 0.000, 0.000, 0.000, 0.000, 0.000, 0.000, -0.001, 0.002, 0.027, 0.065, -0.009, 0.074, 0.035, 0.066, -0.013, 0.543, 0.575, 0.077, 0.127, 0.029, 0.130, 0.165, 0.026, 0.023, -0.010, 0.023, -0.002, 0.043, 0.000, 0.000, 0.000, -0.002, 0.004, 0.006, -0.002, 0.006, -0.002, -0.001, 0.002, 0.003, 0.000, 0.000, 0.000, 0.000, 0.000, 0.000, 0.000, 0.003, 0.029, -0.001, 0.000, 0.000, 0.000, 0.000],
  "mol_weight_g_mol": 744.43,
  "total_charge": -1,
  "spin_multiplicity": 5,
  "e_homo_ha": [-0.1348, -0.1788],
  "lumo_energy_ev": [2.279, 1.903],
  "orbital_gap_ev": [5.95, 6.77],
  "relative_energy_kj_mol": 191.22
}



# 2
{
  "formula": "C3H3F4IO",
  "method": "ωB97M-V with the def2-TZVPD basis set",
  "elements": ["C", "O", "C", "F", "I", "C", "F", "F", "F", "H", "H", "H"],
  "coordinates": [[-1.4856, -0.9347, 0.0104], [-0.1727, -1.0447, -0.4398], [0.7769, -0.2373, 0.2197], [0.5068, -0.1773, 1.5165], [2.7271, -1.0594, -0.1195], [0.8564, 1.2171, -0.2874], [-0.0098, 2.0424, 0.2942], [2.0227, 1.7623, -0.0211], [0.5468, 1.3191, -1.5770], [-2.1161, -1.5148, -0.6562], [-1.9367, 0.0237, 0.0681], [-1.7158, -1.3965, 0.9920]],
  "forces_ev_per_angstrom": [[-2.0, -1.5, 1.0], [1.9, 1.1, 0.4], [-0.6, -1.0, -1.4], [0.0, 0.0, 1.1], [0.0, -0.6, 0.0], [-1.2, 1.1, -0.4], [-1.1, -0.1, 1.1], [1.1, 0.1, -0.3], [0.7, -0.6, -0.6], [0.3, 0.0, -0.5], [0.2, 1.4, -0.3], [0.8, 0.1, -0.2]],
  "lowdin_charge": [-0.096, -0.143, -0.856, 0.060, 1.034, -0.703, 0.158, 0.097, 0.164, 0.098, 0.083, 0.104],
  "mol_weight_g_mol": 257.95,
  "e_homo_ha": -0.3716,
  "lumo_energy_ev": 0.099,
  "smiles": "CO[C@@](F)(I)C(F)(F)F",
  "orbital_gap_ev": 10.21,
  "relative_energy_kj_mol": 0.00
}



# 3
{
  "formula": "C33H38MoN12O2",
  "method": "ωB97M-V with the def2-TZVPD basis set",
  "elements": ["Mo", "C", "C", "C", "C", "C", "C", "C", "C", "C", "C", "C", "C", "N", "C", "O", "C", "C", "C", "C", "C", "N", "C", "O", "N", "C", "C", "C", "C", "C", "C", "C", "C", "C", "C", "C", "C", "H", "H", "H", "H", "H", "H", "H", "H", "H", "H", "H", "H", "H", "H", "H", "H", "H", "H", "H", "H", "H", "H", "H", "H", "H", "H", "H", "H", "H", "H", "H", "H", "H", "H", "H", "H", "H", "N", "C", "N", "N", "N", "N", "C", "N", "N", "N", "N", "H"],
  "coordinates": [[-0.2594, -0.1315, -0.0547], [-0.3116, 4.3791, 1.4588], [-1.2838, 3.3863, 0.8125], [-2.7180, 3.7358, 1.2366], [-1.1940, 3.3494, -0.7055], [-0.9009, 4.5296, -1.3705], [-0.9324, 4.5931, -2.7533], [-1.2778, 3.4741, -3.4786], [-1.5723, 2.2504, -2.8716], [-1.9426, 1.1488, -3.8690], [-2.6588, -0.1122, -3.3886], [-0.6972, 0.7862, -4.6940], [-1.4940, 2.2013, -1.4723], [-1.7876, 0.9743, -0.7533], [-3.1252, 0.7363, -0.4942], [-4.0546, 1.4482, -0.7789], [-3.2950, -0.5617, 0.2252], [-4.4958, -1.1062, 0.6291], [-4.4629, -2.2952, 1.3468], [-3.2391, -2.8700, 1.6705], [-2.0933, -2.2436, 1.2304], [-2.1336, -1.1399, 0.4948], [-0.6941, -2.6313, 1.5978], [-0.4440, -3.5907, 2.2832], [0.1994, -1.7087, 1.0967], [1.5907, -1.7856, 1.4914], [2.4616, -2.6077, 0.7694], [3.8068, -2.5984, 1.1286], [4.2620, -1.8197, 2.1756], [3.3727, -1.0473, 2.9074], [2.0217, -1.0166, 2.5903], [1.0587, -0.2530, 3.4851], [1.6927, 0.9339, 4.2113], [0.4437, -1.2085, 4.5185], [1.9929, -3.5467, -0.3239], [1.8702, -4.9733, 0.2308], [2.9237, -3.5455, -1.5413], [-0.1386, 4.1043, 2.5001], [-0.7271, 5.3901, 1.4480], [0.6554, 4.4002, 0.9624], [-1.0528, 2.3978, 1.2122], [-2.9704, 4.7382, 0.8833], [-2.7988, 3.7321, 2.3264], [-3.4541, 3.0472, 0.8256], [-0.6585, 5.4157, -0.7988], [-0.7051, 5.5216, -3.2619], [-1.3421, 3.5394, -4.5585], [-2.6452, 1.6422, -4.5471], [-2.0382, -0.7407, -2.7538], [-2.9124, -0.7063, -4.2687], [-3.5953, 0.1235, -2.8845], [0.1707, 0.6505, -4.0528], [-0.4476, 1.5711, -5.4086], [-0.8507, -0.1412, -5.2472], [-5.4134, -0.5897, 0.3837], [-5.3843, -2.7568, 1.6768], [-3.1483, -3.7702, 2.2622], [4.5034, -3.2188, 0.5782], [5.3144, -1.8175, 2.4303], [3.7379, -0.4546, 3.7356], [0.2443, 0.1420, 2.8705], [2.2751, 0.5955, 5.0720], [0.9080, 1.5912, 4.5908], [2.3361, 1.5233, 3.5626], [1.2247, -1.5668, 5.1932], [-0.0181, -2.0818, 4.0624], [-0.3051, -0.6853, 5.1184], [1.0049, -3.2276, -0.6586], [2.8576, -5.3491, 0.5126], [1.4632, -5.6373, -0.5357], [1.2273, -5.0146, 1.1065], [3.7979, -4.1768, -1.3662], [3.2752, -2.5430, -1.7927], [2.4010, -3.9388, -2.4141], [2.5681, 0.5078, -2.0663], [2.4510, 1.1863, -0.8883], [3.3273, 2.0217, -0.4014], [2.7843, 2.4158, 0.7873], [1.6616, 1.8596, 0.9946], [1.3845, 1.0440, -0.0722], [1.7102, -0.4879, -2.4283], [1.8596, -1.2473, -3.4822], [0.7913, -2.0936, -3.4474], [0.0450, -1.8651, -2.4462], [0.5951, -0.8180, -1.7388], [3.4023, 0.6342, -2.6161]],
  "forces_ev_per_angstrom": [[0.3, -0.1, -0.5], [0.0, 0.0, 0.0], [0.0, 0.0, 0.0], [0.0, 0.0, 0.0], [0.0, 0.0, 0.0], [0.0, 0.0, 0.0], [0.0, 0.0, 0.0], [0.0, 0.0, 0.0], [0.0, 0.0, 0.0], [0.0, 0.0, 0.1], [0.0, 0.1, 0.0], [0.0, 0.0, 0.0], [0.1, 0.0, 0.2], [0.0, 0.1, 0.3], [0.1, -0.2, 0.0], [-0.1, 0.1, -0.1], [0.0, 0.1, -0.1], [-0.1, 0.0, 0.0], [0.0, 0.0, 0.0], [-0.1, 0.0, 0.0], [0.2, 0.0, 0.0], [-0.2, -0.3, -0.1], [-0.1, 0.1, -0.2], [0.1, -0.2, 0.0], [-0.2, 0.4, 0.3], [-0.1, 0.0, 0.0], [0.1, 0.0, 0.0], [0.0, 0.0, 0.0], [0.0, 0.0, 0.0], [0.0, 0.0, 0.0], [0.0, 0.0, 0.1], [0.0, 0.0, 0.0], [0.0, 0.0, 0.0], [0.0, 0.0, 0.0], [0.0, 0.0, 0.0], [0.0, 0.0, -0.1], [0.0, 0.0, 0.0], [0.0, 0.0, 0.0], [0.0, 0.0, 0.0], [0.1, -0.1, 0.0], [0.1, -0.1, 0.0], [0.0, 0.0, 0.0], [0.0, 0.0, 0.0], [0.0, 0.0, 0.0], [0.0, 0.0, 0.0], [0.0, 0.0, 0.0], [0.0, 0.0, 0.0], [0.0, 0.0, 0.0], [0.0, 0.0, 0.0], [0.0, 0.0, 0.0], [0.0, 0.0, 0.0], [0.0, -0.1, 0.0], [0.0, 0.0, 0.0], [0.0, 0.0, 0.0], [0.0, 0.0, 0.0], [0.0, 0.0, 0.0], [0.0, 0.0, 0.0], [0.0, 0.0, 0.0], [0.0, 0.0, 0.0], [0.0, 0.0, 0.0], [0.0, 0.0, -0.1], [0.0, 0.0, 0.0], [0.0, 0.0, 0.0], [0.0, 0.0, -0.1], [0.0, 0.0, 0.0], [0.0, 0.0, 0.0], [0.0, 0.0, 0.0], [0.0, 0.0, 0.1], [0.0, 0.0, 0.0], [0.0, 0.0, 0.0], [-0.1, 0.0, 0.0], [0.0, 0.0, 0.0], [0.0, -0.1, 0.0], [0.0, 0.0, 0.0], [0.0, 0.0, 0.0], [-0.1, -0.1, 0.0], [0.0, 0.1, 0.1], [0.0, 0.0, -0.1], [0.0, 0.0, -0.1], [0.1, 0.1, 0.1], [0.0, 0.0, 0.0], [-0.2, 0.0, -0.1], [0.1, 0.1, 0.0], [0.1, 0.1, -0.1], [-0.4, -0.1, 0.1], [0.0, 0.0, 0.0]],
  "lowdin_charge": [1.755, -0.086, -0.384, -0.046, -0.141, -0.028, -0.053, -0.039, -0.114, -0.340, -0.070, -0.056, -0.161, -0.088, -0.476, 0.115, -0.161, 0.041, -0.005, 0.040, -0.155, 0.038, -0.442, 0.114, -0.087, -0.178, -0.138, -0.025, -0.049, -0.023, -0.147, -0.385, -0.084, -0.044, -0.372, -0.046, -0.078, 0.079, 0.078, 0.063, 0.087, 0.089, 0.084, 0.058, 0.111, 0.108, 0.116, 0.135, 0.035, 0.087, 0.071, 0.051, 0.076, 0.081, 0.132, 0.120, 0.131, 0.115, 0.108, 0.110, 0.096, 0.078, 0.081, 0.061, 0.090, 0.058, 0.084, 0.091, 0.083, 0.085, 0.064, 0.077, 0.063, 0.073, 0.185, -0.437, 0.075, -0.023, -0.030, -0.144, -0.476, 0.068, -0.021, -0.035, -0.133, 0.161],
  "mol_weight_g_mol": 730.69,
  "e_homo_ha": [-0.3313, -0.3294],
  "lumo_energy_ev": [-1.731, -1.738],
  "orbital_gap_ev": [7.28, 7.23]
}



Number 1: F_max 0.83 eV Å⁻¹. Number 2: F_max 2.73 eV Å⁻¹. Number 3: F_max 0.58 eV Å⁻¹.